No. 1
Formula: C11H14NO5Re
Source: the OMol25 dataset
Level of theory: ωB97M-V with the def2-TZVPD basis set

Values from the calculation:
Kohn-Sham gap (spin up / spin down): 7.3 / 7.4 eV
multiplicity: 2
expectation value of S²: 0.777
highest occupied orbital energy (spin up / spin down): -0.45426 / -0.44721 hartree
charge: +1
E_LUMO (spin up / spin down): -5.06 / -4.79 eV
energy above the lowest of the compared OMol25 structures with the same formula, charge and spin: 43.4 kcal per mole

The geometry in XYZ format:
```
32
Properties=species:S:1:pos:R:3:forces:R:3:lowdin_charge:R:1
Re -0.1994 -0.0327 0.4562 1.528 -0.093 0.014 1.691
O 1.9843 0.8259 -0.7711 0.358 0.330 -0.078 -0.135
C 1.7183 0.8248 -2.1744 0.126 -0.134 0.228 -0.192
C 0.3731 1.4414 -2.4376 -0.214 0.037 -0.154 -0.129
N -0.7272 0.7231 -1.7266 0.283 -0.098 0.203 -0.230
C -1.8184 1.6827 -1.4428 -0.069 -0.168 -0.249 -0.072
C -1.3469 2.5608 -0.3201 0.439 -0.015 0.520 -0.551
O -1.5231 3.7302 -0.2193 -0.057 0.055 -0.027 0.178
O -0.6759 1.8313 0.6172 -0.332 0.342 -0.073 -0.203
C -1.2296 -0.4197 -2.5022 0.113 0.301 -0.167 -0.070
C -1.7733 -1.4727 -1.5858 0.211 -0.400 0.516 -0.507
O -2.5589 -2.3057 -1.8792 -0.066 -0.015 -0.044 0.194
O -1.2261 -1.4153 -0.3186 -0.811 -0.117 -0.158 -0.211
H 2.2722 1.7028 -0.4850 0.037 0.047 -0.167 0.115
H 1.7513 -0.2202 -2.4828 0.016 -0.018 -0.001 0.128
H 2.4964 1.3611 -2.7164 -0.016 0.009 -0.070 0.140
H 0.1606 1.4566 -3.5105 -0.040 0.038 0.004 0.148
H 0.3799 2.4769 -2.0935 -0.022 -0.002 0.025 0.139
H -2.7060 1.1327 -1.1182 -0.022 0.015 -0.005 0.155
H -2.0747 2.2859 -2.3137 0.003 -0.039 -0.044 0.155
H -0.4146 -0.8672 -3.0728 0.019 -0.026 0.032 0.150
H -2.0123 -0.1239 -3.2018 0.045 0.023 -0.063 0.155
C -0.1859 -1.1294 2.3401 -0.099 -0.389 0.615 -0.207
C 0.7499 -1.8918 1.5843 -0.498 -0.348 0.621 -0.142
C 1.9061 -1.1307 1.4280 -0.028 0.012 -1.116 -0.085
C 1.7049 0.1212 2.0547 -0.310 0.676 -0.296 -0.109
C 0.4199 0.1359 2.6156 -0.417 -0.407 0.662 -0.180
H -1.1053 -1.4963 2.7684 -0.090 0.073 -0.131 0.136
H 0.5863 -2.9043 1.2514 0.015 0.066 -0.197 0.136
H 2.7923 -1.4520 0.9033 -0.039 0.148 -0.105 0.131
H 2.4167 0.9307 2.1181 -0.024 -0.004 -0.163 0.133
H -0.0131 0.9056 3.2332 -0.039 0.100 -0.133 0.137
```
Forces are in eV/Å.

---

No. 2
Formula: C5H6O
Source: the OMol25 dataset
Level of theory: ωB97M-V with the def2-TZVPD basis set

Values from the calculation:
Kohn-Sham gap: 10.8 eV
highest occupied orbital energy: -0.35779 hartree
E_LUMO: 1.05 eV
energy above the lowest of the compared OMol25 structures with the same formula, charge and spin: 62.1 kcal per mole
SMILES string: C#C[C@@H]1C[C@@H]1O

The geometry in XYZ format:
```
12
Properties=species:S:1:pos:R:3:forces:R:3:lowdin_charge:R:1
O -0.9662 1.3327 -0.3418 -0.075 0.003 0.094 -0.019
C -1.0246 0.1636 0.3948 -0.245 -0.149 0.218 -0.331
C -0.8217 -1.1537 -0.2769 -0.118 -0.055 -0.102 -0.046
C 0.2648 -0.6248 0.6401 0.278 0.159 0.102 -0.228
C 1.3697 0.0927 0.0580 0.211 0.539 -0.421 -0.098
C 1.9725 0.9663 -0.5267 -0.002 -0.607 0.157 0.120
H -0.0237 1.5774 -0.4106 -0.217 0.064 -0.061 0.053
H -1.6976 0.2311 1.2449 -0.012 -0.099 -0.151 0.145
H -0.6157 -1.1393 -1.3420 -0.039 0.070 0.138 0.119
H -1.3942 -2.0062 0.0749 0.143 0.094 -0.012 0.105
H 0.4072 -1.1073 1.6032 0.000 0.166 -0.186 0.135
H 2.5155 1.6695 -1.1217 0.075 -0.183 0.224 0.044
```
Forces are in eV/Å.

---

No. 3
Formula: C35H35CsN10O4S3
Source: the OMol25 dataset
Level of theory: ωB97M-V with the def2-TZVPD basis set

Values from the calculation:
Kohn-Sham gap: 3.8 eV
highest occupied orbital energy: -0.02283 hartree
charge: -2
E_LUMO: 3.15 eV
energy above the lowest of the compared OMol25 structures with the same formula, charge and spin: 30.2 kcal per mole

The geometry in XYZ format:
```
88
Properties=species:S:1:pos:R:3:forces:R:3:lowdin_charge:R:1
Cs 0.6235 0.5797 -0.8320 -2.135 -1.694 0.082 1.040
C -1.2492 3.4729 4.0001 -0.020 -0.027 0.011 -0.036
C -0.6839 2.5241 2.9752 0.091 -0.231 0.172 -0.257
N -0.8725 2.6495 1.7223 0.029 0.145 -0.319 0.124
N -1.6104 3.7010 1.3036 -0.069 -0.135 -0.122 -0.034
C -1.6468 4.1029 -0.0169 -0.033 -0.085 0.231 -0.898
N -2.4411 5.2491 -0.1319 -0.035 0.018 -0.093 0.037
S -0.8639 3.4324 -1.2660 -0.229 0.472 -0.088 0.686
C 0.1841 1.3870 3.4172 -0.128 0.206 -0.027 -0.218
C 0.8228 1.4092 4.6540 0.163 0.007 0.118 -0.025
C 1.6125 0.3294 5.0252 -0.046 0.128 0.010 -0.072
C 1.7524 -0.7349 4.1541 0.053 -0.027 -0.009 -0.067
C 1.1051 -0.6488 2.9286 0.077 0.166 -0.006 -0.142
N 0.3403 0.3730 2.5754 -0.196 -0.278 -0.261 0.132
H -2.3119 3.6545 3.8145 -0.002 -0.016 0.018 0.072
H -0.7297 4.4354 3.9710 -0.015 0.003 0.006 0.095
H -1.1745 3.0673 5.0055 0.015 0.011 -0.008 0.064
H -2.0619 4.3072 1.9715 0.156 0.116 0.067 0.110
H -3.3587 5.1695 0.2880 0.014 -0.014 0.030 0.077
H -2.4988 5.5192 -1.1028 -0.061 -0.011 -0.002 0.066
H 0.7555 2.2756 5.2984 -0.051 -0.049 0.031 0.099
H 2.1296 0.3364 5.9768 -0.003 -0.002 0.013 0.100
H 2.3720 -1.5912 4.3869 0.024 0.010 -0.035 0.101
H 1.2244 -1.4349 2.1905 0.049 0.097 -0.001 0.082
C -1.9819 -2.5805 3.8540 0.027 0.076 0.052 -0.028
C -2.2626 -1.9742 2.5058 -0.229 0.211 0.148 -0.268
N -1.6379 -2.2955 1.4434 0.169 -0.113 -0.093 0.113
N -0.5816 -3.1352 1.5450 -0.208 -0.074 -0.185 -0.047
C 0.0424 -3.6189 0.4073 0.137 -0.226 0.168 -0.943
N 1.3465 -3.9735 0.6580 -0.431 0.231 -0.083 0.058
S -0.7162 -3.8503 -1.0236 -0.061 0.093 -0.101 0.649
C -3.2858 -0.8793 2.3593 0.475 -0.283 0.014 -0.223
C -4.2062 -0.5558 3.3498 -0.184 0.099 0.106 -0.036
C -5.0093 0.5658 3.1685 0.077 -0.134 0.038 -0.088
C -4.8682 1.3230 2.0192 0.011 0.017 -0.011 -0.073
C -3.9364 0.9038 1.0727 -0.139 -0.164 0.021 -0.119
N -3.1866 -0.1712 1.2427 0.221 0.347 -0.278 0.148
H -0.9128 -2.5694 4.0845 -0.012 0.043 0.022 0.063
H -2.3186 -3.6204 3.8782 0.036 -0.019 0.005 0.089
H -2.4751 -2.0368 4.6559 0.005 -0.012 -0.013 0.061
H -0.1247 -3.2910 2.4326 -0.017 0.018 0.030 0.116
H 1.8882 -3.3362 1.2354 0.205 -0.092 -0.008 -0.025
H 1.8384 -4.2089 -0.1909 0.058 -0.080 0.066 0.068
H -4.3103 -1.1575 4.2429 0.003 0.015 -0.009 0.093
H -5.7314 0.8398 3.9284 -0.022 0.003 -0.011 0.095
H -5.4727 2.2038 1.8440 0.018 0.007 0.015 0.093
H -3.7914 1.4402 0.1392 -0.015 -0.043 -0.013 0.116
O 2.6899 3.8850 -0.7060 -0.241 -0.208 0.739 -0.041
C 2.7751 2.6514 -0.6420 0.898 -0.228 -1.002 -0.738
O 2.5471 1.8337 0.3085 0.687 1.520 0.576 -0.347
C 3.2995 1.9071 -1.9766 -0.057 -0.245 0.154 -0.693
O 4.1500 2.4730 -2.6872 -0.089 -0.035 0.163 -0.048
O 2.8420 0.7296 -2.1310 1.114 0.404 -0.607 -0.337
S 4.3539 -2.7454 1.3991 -0.048 0.233 -0.051 0.480
C 4.7238 -1.1651 0.8226 -0.025 -0.288 0.154 -0.764
N 5.0443 -1.0007 -0.4878 -0.050 0.209 0.172 0.071
C 5.4327 0.1729 -1.0366 0.054 -0.059 -0.058 -0.063
C 5.5543 1.2846 -0.2612 0.179 -0.042 0.141 -0.061
C 5.1608 1.1910 1.0782 -0.015 0.044 -0.042 -0.046
C 4.7615 -0.0071 1.6122 0.018 -0.132 0.039 -0.107
H 4.8969 -1.8076 -1.0758 0.034 0.014 -0.057 0.136
H 5.6127 0.1861 -2.1005 -0.160 -0.003 -0.027 0.135
H 5.8256 2.2232 -0.7178 -0.075 -0.005 -0.037 0.118
H 5.1417 2.0867 1.6857 -0.020 -0.028 0.007 0.119
H 4.4202 -0.0937 2.6332 0.070 0.027 0.017 0.090
C 0.7820 0.2627 -6.7246 -0.044 -0.005 0.039 -0.155
C -0.2427 -0.6781 -6.6555 -0.024 0.062 0.012 -0.143
C -1.1108 -0.7162 -5.5768 0.055 0.001 0.006 -0.062
C -0.9652 0.1695 -4.4797 -0.143 -0.027 0.049 -0.328
C 0.0598 1.1372 -4.5885 -0.043 -0.086 -0.167 -0.052
C 0.9103 1.1746 -5.6789 -0.027 0.073 0.041 -0.110
N -1.6586 0.0651 -3.3095 0.054 0.036 0.086 0.030
C -2.9500 -0.3102 -3.2519 -0.051 0.152 -0.057 -0.329
C -3.9218 -0.0808 -4.2719 0.027 -0.081 0.032 -0.064
C -5.2597 -0.3873 -4.0876 0.050 -0.048 0.055 -0.155
C -5.7238 -0.9496 -2.8985 0.031 0.041 -0.031 -0.174
C -4.7892 -1.1864 -1.8861 0.053 0.049 -0.015 -0.147
C -3.4524 -0.8781 -2.0469 -0.094 -0.017 0.010 -0.063
H 1.4724 0.2754 -7.5597 -0.017 0.013 -0.016 0.071
H -0.3574 -1.4056 -7.4545 -0.024 -0.001 -0.002 0.079
H -1.8900 -1.4683 -5.5321 0.023 -0.023 -0.002 0.097
H 0.1685 1.8508 -3.7805 0.086 -0.008 -0.011 0.069
H 1.6905 1.9272 -5.7096 0.034 -0.046 0.053 0.098
H -3.5932 0.3722 -5.2000 -0.026 -0.006 -0.012 0.093
H -5.9634 -0.1783 -4.8894 0.007 0.006 -0.015 0.078
H -6.7718 -1.1921 -2.7643 0.000 -0.005 -0.004 0.063
H -5.1136 -1.6273 -0.9463 0.014 0.008 -0.009 0.083
H -2.7516 -1.0699 -1.2423 0.007 0.002 -0.027 0.069
```
Forces are in eV/Å.

---

No. 4
Formula: C3H12N3O
Source: the OMol25 dataset
Level of theory: ωB97M-V with the def2-TZVPD basis set

Values from the calculation:
Kohn-Sham gap (spin up / spin down): 12.4 / 6.6 eV
multiplicity: 2
expectation value of S²: 0.758
highest occupied orbital energy (spin up / spin down): -0.74763 / -0.74619 hartree
charge: +2
E_LUMO (spin up / spin down): -7.91 / -13.67 eV
energy above the lowest of the compared OMol25 structures with the same formula, charge and spin: 3.9 kcal per mole

The geometry in XYZ format:
```
19
Properties=species:S:1:pos:R:3:forces:R:3:lowdin_charge:R:1
C -1.0252 -0.1232 2.0637 1.895 0.555 -0.017 0.039
C -1.5854 -0.2265 0.5782 -0.142 -0.693 -0.343 -0.087
N -0.4428 -0.1889 -0.2961 -0.766 -0.872 1.964 0.242
C 0.2353 0.8864 -0.7806 0.227 2.278 -1.241 -0.338
N 1.4653 0.7322 -1.2176 0.286 -1.068 -0.243 0.303
N -0.3453 2.0856 -0.8629 0.656 -0.930 -0.545 0.284
H -0.3346 -0.9497 2.2521 -0.511 -0.180 0.173 0.097
H -1.7925 -0.0127 2.8301 -0.367 -0.281 -0.447 0.122
H -0.3705 0.7586 2.0790 -0.402 0.071 0.184 0.095
H -1.9663 -1.2474 0.4562 -0.266 0.149 0.126 0.164
H -2.3708 0.5087 0.4291 0.263 0.287 -0.328 0.146
H 0.0905 -1.0640 -0.2586 0.300 -0.172 -0.646 0.152
H 1.9288 -0.1948 -1.2250 -0.391 0.190 0.317 0.135
H 1.9564 1.4614 -1.7381 -0.190 0.002 0.361 0.182
H 0.1412 2.6762 -1.5306 -0.366 0.647 0.367 0.163
H -1.3332 2.2513 -0.7557 -0.191 -0.049 0.144 0.154
H 1.6460 -2.5479 0.0843 0.597 -0.642 0.103 0.072
H 2.3312 -2.6827 -1.3424 -0.473 0.093 0.591 0.113
O 1.7716 -2.1225 -0.7653 -0.160 0.615 -0.521 -0.038
```
Forces are in eV/Å.